{
  "formula": "C3HCl3O",
  "method": "the ωB97M-V functional and the def2-TZVPD basis",
  "relative_energy_kcal_mol": 43.8,
  "e_lumo_ev": 0.52,
  "gap_ev": 9.7,
  "largest_force_ev_per_a": 4.22,
  "total_energy_ev": -42739.5416,
  "homo_energy_ev": -9.2008,
  "symbols": ["C", "C", "C", "O", "Cl", "Cl", "Cl", "H"],
  "coordinates": [[0.28654, -0.57365, -0.38677], [0.99084, 0.50572, -0.01317], [-0.92528, 0.15754, 0.02727], [-0.08052, 1.25895, 0.34059], [0.46322, -2.26352, -0.51463], [2.56679, 1.13230, -0.22705], [-1.67717, -0.68306, 1.37931], [-1.62441, 0.46573, -0.60556]]
}


{
  "formula": "C4H12",
  "method": "the ωB97M-V functional and the def2-TZVPD basis",
  "relative_energy_kcal_mol": 6.4,
  "e_lumo_ev": 1.16,
  "gap_ev": 12.7,
  "largest_force_ev_per_a": 1.83,
  "total_energy_ev": -4342.2518,
  "smiles": "CC.CC",
  "homo_energy_ev": -11.5196,
  "symbols": ["C", "C", "H", "H", "H", "H", "H", "H", "C", "C", "H", "H", "H", "H", "H", "H"],
  "coordinates": [[-1.33316, 1.14944, 1.05349], [-0.67154, 0.33952, 2.15773], [-1.94995, 0.48806, 0.45061], [-1.78966, 2.11712, 1.24696], [-0.53873, 1.46956, 0.35626], [-0.29731, -0.60250, 1.77448], [-1.34956, 0.11290, 2.98727], [0.11350, 0.90265, 2.66056], [0.94549, -0.39308, -2.28179], [1.02063, -1.02701, -0.90009], [0.97153, -1.21678, -2.99934], [-0.00530, 0.11392, -2.42118], [1.74740, 0.27570, -2.56710], [0.38839, -1.91454, -0.79236], [0.73645, -0.39415, -0.06497], [2.01181, -1.42081, -0.66052]]
}


{
  "formula": "C26H77BFN2O17",
  "method": "the ωB97M-V functional and the def2-TZVPD basis",
  "e_lumo_ev": 1.71,
  "gap_ev": 5.6,
  "largest_force_ev_per_a": 6.35,
  "total_energy_ev": -69385.6580,
  "charge": -1,
  "homo_energy_ev": -3.8597,
  "symbols": ["C", "C", "O", "C", "C", "C", "C", "C", "C", "C", "N", "C", "C", "O", "O", "N", "C", "C", "F", "B", "O", "O", "C", "H", "H", "H", "H", "H", "H", "H", "H", "H", "H", "H", "H", "H", "H", "H", "H", "H", "H", "H", "H", "H", "H", "H", "H", "H", "H", "H", "H", "H", "C", "O", "H", "H", "H", "H", "C", "O", "H", "H", "H", "H", "C", "O", "H", "H", "H", "H", "C", "O", "H", "H", "H", "H", "C", "O", "H", "H", "H", "H", "C", "O", "H", "H", "H", "H", "C", "O", "H", "H", "H", "H", "C", "O", "H", "H", "H", "H", "C", "O", "H", "H", "H", "H", "C", "O", "H", "H", "H", "H", "C", "O", "H", "H", "H", "H", "C", "O", "H", "H", "H", "H"],
  "coordinates": [[-1.07837, 3.78155, 0.12972], [-2.36973, 2.86987, -0.12629], [-2.51233, 2.38530, -1.48027], [-1.36277, 1.61958, -1.90914], [-1.14364, 0.28914, -1.03187], [0.19111, -0.43799, -1.54837], [1.46594, 0.10546, -0.69388], [2.76737, -0.16521, -1.58120], [4.09125, -0.55632, -0.70251], [5.21911, -0.90254, -1.78411], [6.57773, -1.17243, -1.22605], [7.65487, -0.38951, -1.88906], [4.50653, 0.80071, 0.05000], [3.78820, 1.36766, 0.95586], [5.67686, 1.49285, -0.29116], [3.68081, -1.67945, 0.18418], [3.43825, -2.95578, -0.53137], [2.10003, -3.71885, 0.01364], [1.15991, -2.82279, 0.63668], [4.54465, -1.84206, 1.38413], [5.78590, -2.61239, 1.42702], [4.15355, -1.21388, 2.62975], [5.32471, -0.66515, 3.32089], [-0.90589, 4.44154, -0.78469], [-0.12951, 3.19006, 0.37714], [-1.29223, 4.46090, 1.03716], [-2.37670, 2.05038, 0.67185], [-3.28734, 3.52493, 0.09763], [-0.39315, 2.21875, -1.99410], [-1.60181, 1.25400, -2.97803], [-2.02249, -0.43510, -1.21153], [-0.98208, 0.50105, 0.08740], [0.37103, -0.29983, -2.67168], [0.15476, -1.56903, -1.35731], [1.50152, -0.31185, 0.36262], [1.30897, 1.24588, -0.57964], [2.53624, -0.97272, -2.37621], [3.06987, 0.77553, -2.16737], [5.29004, 0.02381, -2.47252], [4.95565, -1.77365, -2.48737], [6.71762, -2.19201, -1.34144], [7.39964, 0.00745, -2.92752], [8.61858, -1.01711, -2.01964], [7.93649, 0.48356, -1.19685], [4.30206, -3.70769, -0.35378], [3.29752, -2.86365, -1.65573], [1.58774, -4.31705, -0.84345], [2.47064, -4.43038, 0.84144], [6.55432, -2.04149, 1.21447], [5.73778, -1.50859, 3.96968], [5.02956, 0.27016, 3.92134], [6.09632, -0.30049, 2.54298], [-1.09451, -6.62019, -1.91360], [-0.35349, -5.59885, -1.26898], [-1.32877, -6.29972, -2.92981], [-0.50023, -7.53628, -1.95088], [-2.02375, -6.79875, -1.36706], [-0.16142, -5.91090, -0.37330], [-4.34358, 6.43830, 1.26134], [-3.02867, 6.13218, 1.70272], [-4.86038, 5.50864, 1.02010], [-4.88574, 6.95833, 2.05226], [-4.29097, 7.06592, 0.36837], [-2.59139, 6.96763, 1.90915], [-1.72094, -7.12040, 1.79130], [-0.82619, -7.72138, 0.85989], [-2.28494, -6.33774, 1.28300], [-2.41158, -7.87172, 2.17452], [-1.15339, -6.68031, 2.61450], [-0.34078, -8.40787, 1.33301], [1.32485, 6.82414, 1.51257], [0.12391, 6.98234, 0.76972], [1.08840, 6.86610, 2.57614], [1.77710, 5.85681, 1.28119], [2.02104, 7.62992, 1.26517], [0.36031, 6.94096, -0.16503], [-4.18625, 2.03380, 3.26095], [-3.99533, 2.68701, 2.01422], [-4.78589, 1.13683, 3.10075], [-3.21772, 1.75214, 3.67946], [-4.71066, 2.70146, 3.94984], [-3.46220, 3.47636, 2.18494], [-1.08933, 1.15297, 6.08669], [-1.89341, 2.27594, 5.75307], [-1.35653, 0.32269, 5.43285], [-0.03432, 1.39915, 5.94450], [-1.26865, 0.86637, 7.12647], [-1.63814, 2.99491, 6.34388], [-2.92592, -4.03110, -4.13372], [-2.79286, -3.21799, -2.97729], [-3.44168, -3.46250, -4.90693], [-1.93520, -4.31862, -4.49626], [-3.50946, -4.92302, -3.89068], [-2.33321, -3.74350, -2.30850], [-4.60046, 6.08672, -2.44001], [-3.71360, 5.48163, -3.36744], [-5.16067, 6.87249, -2.94861], [-5.29657, 5.33657, -2.05505], [-4.02994, 6.52345, -1.61753], [-3.23089, 4.79010, -2.89229], [-8.24409, 7.80688, 2.54370], [-6.93060, 7.50301, 2.98923], [-8.75774, 6.87591, 2.30369], [-8.79088, 8.32786, 3.33409], [-8.19491, 8.43330, 1.64927], [-6.49869, 8.34162, 3.19447], [-4.39287, -6.81556, 5.02384], [-3.50111, -7.42034, 4.09790], [-4.95414, -6.03406, 4.51177], [-5.08799, -7.56535, 5.41059], [-3.82616, -6.37301, 5.84681], [-3.01755, -8.10649, 4.57477], [10.87491, 1.39076, -1.58417], [10.54756, 0.77529, -2.82126], [10.64949, 0.69558, -0.77550], [11.94076, 1.63563, -1.56417], [10.28112, 2.29895, -1.45529], [10.75506, 1.40892, -3.51870], [-4.04145, -5.85935, -7.86333], [-3.21588, -5.45945, -6.78012], [-5.06961, -5.56826, -7.64755], [-3.71125, -5.36570, -8.78108], [-3.99121, -6.94460, -7.98501], [-2.31387, -5.72766, -6.99496]]
}


{
  "formula": "C15H19N3O2",
  "method": "the ωB97M-V functional and the def2-TZVPD basis",
  "relative_energy_kcal_mol": 28.2,
  "e_lumo_ev": -0.08,
  "gap_ev": 8.6,
  "largest_force_ev_per_a": 0.89,
  "total_energy_ev": -24428.9908,
  "smiles": "CC(=O)OCCCCCc1cc(N)c2nccnc2c1",
  "homo_energy_ev": -8.6965,
  "symbols": ["C", "C", "O", "O", "C", "C", "C", "C", "C", "C", "C", "C", "N", "C", "N", "C", "C", "N", "C", "C", "H", "H", "H", "H", "H", "H", "H", "H", "H", "H", "H", "H", "H", "H", "H", "H", "H", "H", "H"],
  "coordinates": [[0.11855, 2.35186, -3.50480], [-0.86681, 2.26382, -2.38346], [-1.71699, 1.42409, -2.32454], [-0.66669, 3.20829, -1.45439], [-1.79190, 3.50477, -0.60633], [-1.55571, 2.99818, 0.80994], [-0.94614, 1.59651, 0.89399], [-1.23347, 0.98454, 2.28378], [-0.05808, 0.14615, 2.81279], [0.44284, -0.87474, 1.81708], [1.82980, -1.08039, 1.61953], [2.29334, -1.98331, 0.69802], [3.71301, -2.14683, 0.54518], [1.37989, -2.75023, -0.07953], [1.86540, -3.62529, -1.00724], [0.94604, -4.28501, -1.65588], [-0.43478, -4.13884, -1.42316], [-0.92432, -3.30326, -0.55198], [0.00193, -2.57275, 0.13868], [-0.44077, -1.62720, 1.08405], [-0.04778, 3.23267, -4.11355], [0.09035, 1.43310, -4.07253], [1.11136, 2.42492, -3.06235], [-2.72763, 3.16571, -1.03523], [-1.83633, 4.59080, -0.56770], [-0.86762, 3.68361, 1.30095], [-2.49528, 3.01196, 1.35998], [0.13731, 1.65028, 0.80527], [-1.33535, 0.94799, 0.11866], [-1.35287, 1.81829, 2.97230], [-2.14108, 0.39061, 2.27003], [0.74869, 0.83316, 3.05862], [-0.35374, -0.36871, 3.72484], [2.52636, -0.50440, 2.20678], [3.99847, -3.02922, 0.94658], [3.94946, -2.13657, -0.43700], [1.26815, -4.98485, -2.41565], [-1.12420, -4.74756, -1.99135], [-1.50342, -1.50216, 1.21965]]
}